Record 1
{"formula": "C5H13N3", "method": "wB97M-V/def2-TZVPD", "spin_multiplicity": 1, "e_lumo_ev": -9.16, "relative_energy_kj_mol": 406.1, "smiles": "CC=[N+]=C[N+](C)(C)N", "total_charge": 2, "largest_force_ev_per_a": 4.11, "e_homo_ev": -21.058, "orbital_gap_ev": 11.90, "symbols": ["N", "N", "N", "C", "C", "C", "C", "C", "H", "H", "H", "H", "H", "H", "H", "H", "H", "H", "H", "H", "H"], "positions_angstrom": [[-0.816, 0.224, -0.128], [0.107, -0.728, 0.430], [1.157, 1.444, -0.258], [1.729, 0.532, 0.483], [-1.635, 0.826, 0.954], [2.887, -0.198, -0.007], [-1.687, -0.412, -1.102], [-0.039, 1.360, -0.649], [-1.905, -1.372, -0.781], [-0.934, 1.011, 1.745], [-2.422, 0.286, -1.477], [-0.127, -1.254, 1.259], [-2.345, 0.107, 1.343], [3.718, 0.426, -0.374], [0.503, -1.432, -0.320], [-2.327, 1.495, 0.439], [-0.273, 2.242, -1.270], [-1.280, -0.721, -2.057], [2.661, -0.865, -0.809], [3.322, -0.841, 0.796], [1.568, 0.613, 1.571]], "lowdin_charge": [-0.3111, 0.1715, 0.1918, -0.1220, 0.0813, 0.0041, 0.0393, 0.0149, 0.1075, 0.1253, 0.1400, 0.1737, 0.1351, 0.1423, 0.2226, 0.1457, 0.2055, 0.1340, 0.0939, 0.1311, 0.1736]}

---

Record 2
{"formula": "C33H54BCl3CoN7Si", "method": "wB97M-V/def2-TZVPD", "spin_multiplicity": 2, "e_lumo_ev": [2.53, 2.53], "total_charge": -1, "largest_force_ev_per_a": 1.97, "e_homo_ev": [-3.980, -3.978], "orbital_gap_ev": [6.51, 6.51], "symbols": ["Co", "Cl", "Cl", "Cl", "Si", "N", "N", "N", "N", "N", "N", "N", "C", "C", "C", "C", "C", "C", "C", "C", "C", "C", "C", "C", "C", "C", "C", "C", "C", "C", "C", "C", "C", "C", "C", "C", "C", "C", "C", "C", "C", "C", "C", "C", "C", "B", "H", "H", "H", "H", "H", "H", "H", "H", "H", "H", "H", "H", "H", "H", "H", "H", "H", "H", "H", "H", "H", "H", "H", "H", "H", "H", "H", "H", "H", "H", "H", "H", "H", "H", "H", "H", "H", "H", "H", "H", "H", "H", "H", "H", "H", "H", "H", "H", "H", "H", "H", "H", "H", "H"], "positions_angstrom": [[-0.012, 0.005, -0.495], [0.963, 1.786, -3.993], [1.660, 3.355, -1.258], [3.412, 0.892, -2.154], [1.333, 1.343, -1.926], [-0.346, -0.303, 2.397], [0.113, 2.069, 1.707], [-0.698, -1.696, -1.421], [1.968, 0.256, 1.505], [-1.144, -0.572, 1.325], [-0.542, 1.900, 0.529], [1.753, -0.660, 0.513], [1.149, -0.947, 5.216], [-2.124, 3.254, -0.901], [-3.471, -1.854, -0.440], [-0.103, -3.384, 0.374], [3.333, -2.132, -0.922], [-2.102, -1.399, 1.733], [-0.936, 3.950, 1.264], [3.590, -3.487, -0.242], [-3.227, 2.196, -0.843], [-3.417, -1.768, 1.079], [-1.468, -3.046, -3.053], [-1.879, -1.721, 3.080], [3.297, 0.387, 1.727], [0.298, 4.044, 3.458], [3.673, 2.821, 2.093], [1.118, 3.327, 4.528], [-1.031, -3.852, -1.980], [3.939, -0.493, 0.888], [-1.025, 0.326, 5.541], [2.431, -2.313, -2.138], [-0.588, -2.991, -0.990], [2.943, -1.115, 0.123], [-1.250, -1.733, -2.673], [-1.164, 3.034, 0.238], [-0.354, -0.909, 4.919], [-1.478, 3.305, -2.284], [4.040, 1.402, 2.552], [-0.772, -0.999, 3.474], [-4.460, -0.757, 1.586], [-0.130, 3.311, 2.195], [-1.665, -0.506, -3.420], [3.960, 1.168, 4.063], [-0.947, 4.635, 4.144], [0.759, 0.794, 2.329], [-3.960, 2.342, -1.640], [-0.654, 5.169, 5.050], [0.389, -4.358, 0.332], [-0.799, -1.792, 5.382], [-0.932, -3.459, 1.086], [2.166, -1.358, -2.588], [-4.502, -2.021, -0.762], [-2.231, 3.559, -3.034], [4.029, 2.972, 1.073], [4.587, 1.891, 4.591], [2.595, 2.967, 2.074], [-1.863, 0.312, -2.723], [-2.581, 4.231, -0.719], [-2.111, 0.223, 5.514], [2.944, 1.253, 4.435], [-1.639, 3.836, 4.417], [1.325, -1.360, 6.211], [-1.899, -3.370, -3.989], [-3.741, 2.256, 0.117], [-2.857, -2.671, -0.816], [-1.305, 4.960, 1.306], [0.594, -2.643, 0.763], [-3.681, -2.747, 1.491], [-1.047, 2.342, -2.554], [0.908, 4.883, 3.106], [-0.708, 0.472, 6.576], [1.120, 1.037, 3.430], [-4.195, 0.237, 1.233], [1.573, 0.053, 5.195], [-4.486, -0.734, 2.677], [4.298, -1.766, -1.287], [2.965, -2.900, -2.889], [-0.767, 1.212, 4.961], [-2.475, -2.377, 3.695], [4.133, 3.575, 2.736], [4.322, 0.165, 4.297], [1.515, -2.837, -1.882], [-1.474, 5.334, 3.498], [4.335, -3.393, 0.551], [2.667, -3.871, 0.193], [1.410, 4.059, 5.284], [-0.903, -0.164, -4.118], [-5.459, -1.006, 1.219], [-2.577, -0.707, -3.987], [0.539, 2.549, 5.023], [1.680, -1.559, 4.485], [-1.064, -4.931, -1.916], [-2.791, 1.201, -0.941], [5.089, 1.251, 2.284], [3.955, -4.207, -0.978], [-3.111, -0.933, -0.895], [2.022, 2.891, 4.124], [-0.684, 4.049, -2.316], [5.005, -0.625, 0.793]], "lowdin_spin": [1.0223, -0.0081, -0.0075, -0.0113, -0.0304, -0.0006, -0.0006, -0.0101, -0.0007, -0.0027, -0.0064, 0.0204, 0.0000, 0.0006, 0.0005, 0.0001, 0.0004, 0.0005, -0.0001, 0.0002, 0.0032, 0.0001, 0.0012, -0.0001, 0.0027, 0.0000, 0.0001, 0.0000, -0.0002, 0.0007, 0.0000, -0.0004, -0.0013, 0.0059, 0.0034, 0.0016, 0.0000, 0.0014, 0.0005, -0.0001, 0.0000, 0.0002, 0.0049, 0.0001, 0.0000, 0.0000, 0.0001, 0.0000, 0.0000, 0.0000, 0.0000, -0.0005, 0.0000, 0.0001, 0.0000, 0.0000, 0.0000, 0.0037, 0.0001, 0.0000, 0.0000, 0.0000, 0.0000, 0.0002, 0.0001, 0.0000, 0.0000, 0.0000, 0.0000, 0.0013, 0.0000, 0.0000, 0.0000, 0.0000, 0.0000, 0.0000, 0.0000, 0.0000, 0.0000, 0.0000, 0.0000, 0.0000, 0.0000, 0.0000, 0.0000, 0.0000, 0.0000, 0.0001, 0.0000, 0.0004, 0.0000, 0.0000, -0.0001, 0.0032, 0.0001, 0.0001, 0.0006, 0.0000, 0.0000, 0.0001]}

---

Short version: total energy = -361.76749; -4751.17827 hartree, in the order given.